45
Properties=species:S:1:pos:R:3 method="wB97M-V/def2-TZVPD" e_lumo_ev=0.75 smiles="C=C[C@@]1(C)CC[C@H]([C@]2(C)CC[C@H](C(C)(C)O)OO2)O1" relative_energy_kcal_mol=68.5 max_force_ev_per_a=3.31 homo_energy_ev=-9.436
C 0.71 5.05 -1.39
C 0.54 3.86 -0.79
C -0.69 3.10 -0.94
C -1.89 4.01 -0.84
C -0.78 2.37 -2.31
C -0.07 0.99 -2.02
C -0.15 0.81 -0.42
C -1.07 -0.37 -0.03
C -2.48 -0.27 -0.65
C -1.05 -0.51 1.44
C 0.23 -1.27 1.92
C 0.15 -2.68 1.55
C 1.58 -3.21 1.16
C 1.65 -4.75 0.86
C 2.66 -2.99 2.21
O 2.14 -2.72 -0.02
O -0.59 -2.79 0.35
O -0.48 -1.58 -0.62
O -0.73 2.07 0.10
H -0.13 5.47 -2.06
H 1.65 5.57 -1.09
H 1.34 3.40 -0.26
H -2.76 3.30 -0.67
H -1.88 4.79 -0.11
H -1.97 4.45 -1.80
H -0.22 2.97 -3.05
H -1.84 2.18 -2.69
H -0.57 0.21 -2.52
H 0.95 1.15 -2.43
H 0.87 0.78 0.00
H -2.96 0.50 -0.02
H -2.42 0.06 -1.65
H -3.06 -1.19 -0.52
H -1.09 0.50 1.83
H -2.03 -0.94 1.78
H 1.04 -0.88 1.38
H 0.33 -1.17 3.00
H -0.21 -3.27 2.40
H 1.44 -5.40 1.73
H 2.56 -4.98 0.26
H 0.81 -5.04 0.13
H 2.74 -1.94 2.70
H 3.71 -3.22 1.71
H 2.59 -3.75 3.01
H 1.42 -2.67 -0.64

75
Properties=species:S:1:pos:R:3 method="wB97M-V/def2-TZVPD" e_lumo_ev=-5.44 relative_energy_kcal_mol=0.0 max_force_ev_per_a=2.79 homo_energy_ev=-6.694
C -1.50 -1.56 5.35
B -1.21 -1.56 3.87
O -2.20 -1.03 2.98
C 0.09 -2.08 3.11
O 0.68 -0.94 2.51
C 1.12 -1.12 1.19
C -0.10 -0.82 0.30
C 0.03 -1.34 -1.18
O -0.40 -0.72 -2.10
Br 0.94 -3.08 -1.62
C 2.31 -0.15 1.00
N 3.45 -0.89 1.49
F 2.15 0.91 1.84
C 2.57 0.29 -0.44
C 1.73 1.42 -0.99
C 1.99 2.75 -0.29
S 0.49 3.35 0.39
O 0.03 2.51 1.43
O 0.66 4.70 0.88
O -0.63 3.28 -0.71
H -0.60 -1.55 5.93
H -2.09 -2.45 5.63
H -2.06 -0.69 5.64
H -2.12 -0.06 3.00
H -0.27 -2.83 2.37
H 0.79 -2.53 3.81
H 1.45 -2.15 1.09
H -0.40 0.21 0.30
H -0.98 -1.34 0.72
H 4.29 -0.37 1.28
H 3.53 -1.72 0.91
H 2.46 -0.58 -1.07
H 3.61 0.58 -0.51
H 0.67 1.25 -1.02
H 2.03 1.55 -2.07
H 2.38 3.50 -0.97
H 2.69 2.67 0.53
H -0.33 3.66 -1.55
Cl -0.21 0.87 4.71
Na -0.82 -3.18 0.49
Na -1.04 5.82 1.67
C -4.70 -1.16 8.40
Br -5.32 -1.44 6.59
Br -4.32 -2.83 9.27
Br -3.21 0.04 8.45
H -5.52 -0.70 8.93
C -9.27 -1.71 7.44
Br -8.74 0.06 7.98
Br -8.42 -3.05 8.52
Br -11.18 -1.90 7.44
H -8.93 -1.85 6.43
O 3.83 -2.76 -1.26
P 4.58 -2.48 -2.55
O 3.74 -2.82 -3.77
O 5.79 -3.39 -2.63
O 4.94 -1.00 -2.63
Be 3.70 1.68 -2.90
Be -3.93 -2.10 3.16
O -4.59 -0.76 0.12
H -3.81 -0.44 0.62
C 1.20 0.69 -9.15
C 1.31 2.20 -8.97
O 1.32 2.65 -7.62
C 2.55 2.61 -6.90
O 3.57 3.15 -7.49
C 2.91 1.18 -6.39
F 1.81 0.51 -5.99
F 3.69 1.31 -5.28
F 3.56 0.41 -7.24
H 0.50 0.26 -8.43
H 0.85 0.47 -10.16
H 2.16 0.20 -9.03
H 0.40 2.65 -9.39
H 2.15 2.61 -9.53
H 2.24 3.11 -5.93